{"formula": "C48H69N5O10S4Si4SrTe", "method": "ωB97M-V/def2-TZVPD", "charge": -2, "e_homo_ev": -3.072, "symbols": ["Sr", "C", "C", "S", "C", "C", "S", "C", "C", "S", "H", "H", "H", "H", "H", "H", "H", "H", "H", "H", "H", "H", "O", "C", "O", "C", "O", "O", "O", "C", "C", "C", "C", "N", "C", "C", "C", "C", "C", "C", "O", "C", "C", "N", "H", "H", "H", "H", "H", "H", "H", "H", "H", "H", "H", "H", "C", "C", "C", "C", "C", "C", "C", "O", "C", "C", "C", "H", "H", "H", "H", "H", "H", "H", "H", "H", "H", "H", "H", "C", "Si", "C", "C", "Si", "Te", "Si", "C", "C", "C", "Si", "C", "C", "C", "H", "H", "H", "H", "H", "H", "H", "H", "H", "H", "H", "H", "H", "H", "H", "H", "H", "H", "H", "H", "H", "H", "H", "H", "H", "H", "H", "O", "S", "O", "O", "C", "N", "C", "C", "C", "N", "C", "C", "C", "N", "C", "C", "H", "H", "H", "H", "H", "H"], "coordinates": [[0.4612, 0.3159, -2.1109], [-0.0718, -3.8989, 2.6109], [0.1447, -4.6895, 1.3128], [-0.7560, -4.1468, -0.1432], [-2.4698, -4.5368, 0.2656], [-3.1882, -3.6208, 1.2685], [-3.1224, -1.8797, 0.7925], [-2.6877, -1.0210, 2.3248], [-1.6083, -1.6364, 3.2156], [-0.0527, -2.0966, 2.3957], [0.7314, -4.1582, 3.3057], [-1.0079, -4.1926, 3.0801], [-0.0663, -5.7475, 1.4907], [1.1873, -4.6104, 0.9956], [-2.5163, -5.5705, 0.6165], [-2.9793, -4.4885, -0.6981], [-2.7512, -3.7186, 2.2569], [-4.2321, -3.9334, 1.3320], [-3.5812, -0.8534, 2.9311], [-2.3332, -0.0533, 1.9632], [-1.9761, -2.5227, 3.7317], [-1.3616, -0.8931, 3.9767], [1.2354, 0.9125, -5.8113], [1.0254, 1.2605, -4.6635], [-0.1167, 1.2513, -4.0412], [2.2693, 1.7423, -3.7452], [3.3534, 1.9192, -4.2665], [1.9780, 1.8759, -2.4840], [3.0758, -5.6404, -5.5715], [1.8981, -4.9591, -5.9854], [1.6792, -3.7374, -5.1398], [0.6278, -2.8880, -5.4404], [0.3860, -1.8116, -4.6123], [1.1347, -1.5648, -3.5296], [2.1865, -2.3432, -3.2670], [2.4878, -3.4448, -4.0494], [3.0472, -1.9278, -2.0868], [4.2368, -2.5666, -1.7910], [5.0551, -2.0564, -0.7869], [6.3085, -2.7746, -0.3732], [6.0112, -3.9496, 0.3823], [4.6504, -0.9146, -0.1280], [3.4054, -0.3804, -0.4219], [2.6129, -0.8885, -1.3616], [3.0879, -6.5022, -5.9955], [1.0201, -5.6042, -5.8887], [1.9715, -4.6569, -7.0344], [-0.0110, -3.0622, -6.2984], [-0.4218, -1.1155, -4.8052], [3.3207, -4.0928, -3.8255], [4.5452, -3.4513, -2.3320], [6.9448, -2.1001, 0.2054], [6.8685, -3.1143, -1.2434], [5.3566, -3.7081, 1.0477], [5.2768, -0.4517, 0.6246], [3.0110, 0.4745, 0.1184], [-3.8450, 7.9527, -1.4765], [-3.0424, 6.6842, -1.3482], [-2.0557, 6.5551, -0.3805], [-1.2887, 5.4011, -0.2751], [-0.1853, 5.3303, 0.7556], [-1.5605, 4.3329, -1.1322], [-0.7224, 3.1095, -1.0305], [-1.1410, 2.0098, -1.3228], [-2.5441, 4.4359, -2.1301], [-2.8492, 3.3499, -3.1376], [-3.2605, 5.6242, -2.2186], [-3.6140, 8.6499, -0.6708], [-4.9160, 7.7433, -1.4498], [-3.6333, 8.4514, -2.4250], [-1.8596, 7.3785, 0.2994], [-0.2147, 6.2068, 1.4035], [0.7950, 5.3007, 0.2730], [-0.2470, 4.4293, 1.3691], [0.3335, 3.2483, -0.7576], [-1.9899, 2.7295, -3.3875], [-3.2248, 3.8053, -4.0542], [-3.6262, 2.6843, -2.7516], [-4.0083, 5.7214, -3.0000], [1.5295, -0.9733, 5.6772], [2.8160, -0.0460, 4.6855], [4.1591, 0.4428, 5.9073], [3.5921, -1.2999, 3.5289], [1.9208, 1.7916, 3.5659], [0.4166, 1.3140, 1.7311], [3.7544, 3.1217, 3.0794], [5.1905, 2.1013, 2.4309], [4.3691, 4.0510, 4.5909], [3.4183, 4.4196, 1.7829], [0.6984, 2.8855, 5.2061], [-0.8935, 1.9559, 5.5361], [0.1957, 4.6014, 4.6454], [1.5309, 3.0880, 6.8797], [1.9804, -1.8500, 6.1550], [0.7231, -1.3097, 5.0184], [1.0901, -0.3460, 6.4589], [4.5152, -0.4454, 6.4403], [3.7962, 1.1630, 6.6463], [5.0146, 0.9020, 5.4024], [3.8002, -2.2319, 4.0662], [4.5318, -0.9239, 3.1137], [2.9193, -1.5175, 2.6927], [5.5011, 1.3236, 3.1345], [6.0538, 2.7411, 2.2219], [4.9028, 1.6098, 1.4952], [4.5777, 3.3887, 5.4362], [3.6207, 4.7789, 4.9211], [5.2879, 4.5940, 4.3446], [3.0996, 3.9638, 0.8405], [4.3302, 4.9965, 1.5968], [2.6306, 5.1094, 2.1018], [-1.4793, 1.8854, 4.6138], [-1.4928, 2.4675, 6.2973], [-0.7009, 0.9349, 5.8776], [-0.4488, 4.5373, 3.7634], [1.0636, 5.2114, 4.3710], [-0.3506, 5.1198, 5.4403], [1.7471, 2.1179, 7.3382], [0.8643, 3.6406, 7.5502], [2.4758, 3.6340, 6.8096], [-5.7258, -5.9845, -6.5783], [-7.0398, -5.8991, -5.9809], [-8.1371, -5.7910, -6.9169], [-7.2662, -6.8146, -4.8749], [-7.0398, -4.3078, -5.0929], [-8.2341, -3.7785, -4.7931], [-8.2175, -2.7444, -3.9637], [-7.0518, -2.2005, -3.4536], [-5.8697, -2.7757, -3.8823], [-5.8619, -3.8384, -4.6811], [-4.5359, -2.2606, -3.4470], [-3.4260, -3.0946, -3.4840], [-2.2100, -2.6045, -3.0463], [-2.0299, -1.3631, -2.5802], [-3.0975, -0.5625, -2.5746], [-4.3555, -0.9632, -2.9933], [-9.1843, -2.3334, -3.6853], [-7.0743, -1.3810, -2.7493], [-3.5292, -4.1054, -3.8580], [-1.3350, -3.2446, -3.0506], [-2.9355, 0.4457, -2.2062], [-5.1757, -0.2573, -2.9686]], "atomic_forces_ev_per_a": [[-1.71, -1.18, 2.78], [0.10, -0.12, -0.05], [-0.02, 0.05, 0.09], [-0.08, 0.06, -0.22], [0.02, 0.14, 0.11], [0.03, -0.07, -0.09], [0.04, 0.09, -0.14], [0.09, -0.08, -0.03], [0.01, 0.13, -0.12], [0.04, -0.04, -0.03], [-0.04, -0.09, 0.02], [0.01, -0.06, 0.03], [0.08, -0.02, 0.03], [0.01, -0.02, 0.07], [-0.09, -0.02, -0.03], [-0.06, -0.05, -0.01], [-0.04, -0.06, 0.02], [0.01, -0.08, 0.04], [0.01, 0.01, 0.02], [-0.02, 0.02, 0.09], [-0.02, 0.04, 0.07], [-0.02, 0.01, 0.01], [-0.02, -0.04, -0.18], [-0.19, 0.48, 0.32], [0.33, 0.40, -1.62], [-0.35, 0.24, 0.35], [0.16, 0.01, -0.11], [1.11, 0.90, -1.01], [-0.07, -0.01, -0.05], [0.12, -0.01, 0.03], [0.13, -0.05, 0.10], [-0.12, 0.01, -0.03], [0.34, -0.03, 0.23], [0.27, -0.72, -0.79], [0.11, 0.23, 0.44], [-0.01, -0.26, -0.13], [-0.47, -0.14, -0.33], [0.25, -0.10, 0.04], [-0.03, -0.20, -0.12], [0.00, -0.09, 0.01], [0.00, 0.06, -0.04], [-0.07, 0.12, 0.17], [-0.18, -0.04, -0.14], [0.50, -0.24, -0.05], [0.00, 0.02, 0.01], [-0.02, -0.04, 0.02], [0.02, 0.02, -0.04], [0.02, 0.01, 0.02], [0.09, 0.05, 0.01], [-0.02, 0.01, -0.01], [0.03, 0.05, 0.00], [0.04, 0.04, 0.01], [0.02, -0.02, -0.02], [0.02, -0.01, 0.01], [-0.03, -0.04, 0.03], [0.01, 0.00, -0.02], [0.02, -0.03, 0.00], [-0.01, 0.01, 0.02], [0.04, 0.05, 0.03], [0.11, 0.20, 0.23], [-0.06, -0.02, -0.15], [0.22, -0.36, -0.14], [-0.11, 0.67, -0.35], [-0.50, -0.02, 0.31], [-0.12, -0.05, -0.13], [0.05, 0.04, 0.11], [0.01, -0.01, 0.00], [0.00, -0.01, -0.01], [0.01, 0.00, 0.00], [0.00, -0.01, 0.01], [-0.02, -0.01, -0.01], [-0.01, -0.02, 0.00], [-0.01, 0.03, 0.00], [-0.03, -0.01, 0.01], [-0.06, -0.06, 0.14], [0.03, 0.06, -0.02], [-0.04, 0.00, 0.01], [0.03, 0.01, 0.01], [0.01, 0.01, 0.02], [-0.32, -0.03, 0.16], [-0.02, -0.11, -0.08], [0.21, 0.21, 0.13], [0.09, -0.11, -0.31], [0.14, -0.06, 0.31], [-0.16, 0.13, -0.27], [0.11, 0.05, -0.10], [0.13, -0.24, -0.12], [0.03, 0.08, 0.31], [-0.18, 0.15, -0.22], [-0.18, 0.04, 0.02], [-0.24, -0.20, -0.05], [0.03, 0.26, -0.18], [0.27, -0.04, 0.17], [-0.03, 0.02, -0.02], [0.08, -0.02, 0.06], [0.05, -0.05, 0.00], [0.00, 0.04, 0.00], [0.01, -0.06, -0.01], [-0.02, -0.06, 0.04], [0.01, 0.02, -0.03], [-0.01, -0.03, 0.00], [0.03, 0.00, 0.08], [0.01, 0.05, -0.03], [-0.02, -0.03, -0.01], [0.03, 0.07, 0.06], [0.02, 0.03, -0.05], [0.06, -0.01, -0.02], [-0.04, 0.00, 0.03], [0.01, 0.02, 0.05], [-0.05, 0.01, -0.02], [0.04, -0.02, -0.02], [0.03, 0.02, 0.06], [0.01, -0.02, -0.03], [-0.02, 0.05, 0.02], [0.03, 0.00, 0.07], [-0.06, -0.02, 0.05], [0.00, 0.01, -0.05], [-0.05, 0.05, 0.00], [0.03, -0.02, 0.00], [-0.05, 0.00, 0.02], [0.15, -0.05, -0.11], [0.01, 0.17, 0.00], [-0.13, -0.02, -0.16], [-0.03, -0.12, 0.12], [-0.03, 0.06, 0.30], [0.25, -0.04, 0.05], [-0.05, -0.05, -0.09], [-0.16, 0.12, 0.06], [0.36, 0.02, 0.01], [-0.23, -0.05, -0.12], [-0.27, -0.10, -0.06], [0.02, -0.08, -0.02], [0.06, 0.08, 0.25], [-0.07, 0.09, -0.17], [0.19, -0.02, 0.09], [-0.03, 0.07, 0.04], [0.00, 0.00, -0.02], [0.00, 0.01, -0.02], [0.01, 0.03, 0.01], [0.03, 0.01, 0.01], [0.01, -0.02, -0.03], [0.03, 0.00, 0.00]]}



{"formula": "C4H10N", "method": "ωB97M-V/def2-TZVPD", "charge": 1, "e_homo_ev": -13.920, "symbols": ["C", "C", "C", "C", "N", "H", "H", "H", "H", "H", "H", "H", "H", "H", "H"], "coordinates": [[0.7427, 0.1967, -1.1341], [-0.1839, -0.0824, 0.1262], [-1.6396, -0.1200, -0.1172], [-2.4659, 0.4846, 0.7802], [2.6176, -0.3628, 0.3008], [0.7264, -0.5584, -1.8818], [1.0541, 1.2285, -1.3029], [0.1520, -1.0508, 0.7562], [0.0912, 0.6237, 0.9251], [-1.7607, -0.8544, -0.9979], [-3.5270, 0.5020, 0.5319], [-2.0620, 1.0148, 1.6049], [3.4151, 0.1616, 0.7387], [1.9231, -0.0244, -0.4766], [2.9454, -1.3762, 0.0661]], "atomic_forces_ev_per_a": [[-3.56, 0.22, 2.71], [3.83, -0.63, 1.85], [-0.67, -0.77, -0.52], [0.28, -1.37, -3.36], [0.48, -3.31, 0.92], [0.40, -0.36, -0.93], [0.02, -0.21, -0.35], [-0.43, 1.34, -2.16], [-0.19, 0.40, -0.64], [-1.32, 1.56, 1.41], [0.15, -0.19, 0.64], [0.14, 0.52, 0.55], [-1.08, 0.35, -1.79], [2.75, -0.10, 1.61], [-0.80, 2.55, 0.08]]}



{"formula": "C17H18BCaN7O3S", "method": "ωB97M-V/def2-TZVPD", "e_homo_ev": [-8.869, -7.329], "symbols": ["H", "N", "B", "N", "C", "Ca", "H", "C", "H", "C", "H", "C", "H", "H", "H", "N", "N", "N", "N", "C", "C", "H", "H", "C", "C", "C", "C", "H", "H", "H", "H", "H", "O", "S", "O", "N", "C", "O", "C", "C", "C", "C", "C", "C", "H", "H", "H", "H"], "coordinates": [[0.0860, 2.5849, 1.1635], [-0.1698, 1.5896, -0.7202], [0.4849, 0.6681, -3.0870], [0.3872, 1.8262, -1.9979], [0.9713, 3.0495, -1.9782], [-1.2552, -0.6769, -0.1284], [1.3750, 3.4882, -2.8787], [0.8846, 3.5666, -0.6747], [1.1271, 4.5663, -0.3432], [0.2502, 2.6094, 0.0816], [0.6681, 1.1211, -4.1893], [-0.7633, -3.3662, -0.0090], [-1.0069, -3.1421, 1.0991], [0.2624, -3.4969, -0.3907], [-1.6278, -3.3952, -0.7592], [-0.9003, -0.0392, -3.2129], [1.4902, -0.3803, -2.5014], [-1.6038, -0.4204, -2.0382], [1.2010, -0.8918, -1.2343], [-1.6638, -0.2382, -4.2958], [2.6650, -0.8959, -2.9688], [-1.3628, 0.1510, -5.2867], [3.0368, -0.6303, -3.9395], [-2.8700, -0.7901, -3.9073], [3.1720, -1.7560, -1.9447], [-2.8178, -0.8871, -2.5034], [2.1898, -1.7350, -0.9546], [-3.7220, -0.9785, -4.5400], [4.0787, -2.3383, -1.9350], [-3.5527, -1.3425, -1.8583], [2.1375, -2.3672, -0.0523], [-1.5184, 1.2902, 0.0455], [-1.0351, 3.6181, 4.5636], [-0.0342, 2.5749, 4.3836], [1.3463, 2.9167, 4.5582], [-0.2632, 1.7972, 2.9692], [-0.6317, 0.5340, 3.0233], [-0.9844, -0.1345, 1.9743], [-0.6503, 0.0597, 4.4338], [-0.9660, -1.2014, 4.9334], [-1.0493, -1.3597, 6.3218], [-0.8284, -0.2958, 7.2225], [-0.4919, 0.9720, 6.7153], [-0.4307, 1.1072, 5.3220], [-1.1466, -1.9979, 4.2054], [-1.2798, -2.3469, 6.7125], [-0.9226, -0.4572, 8.3027], [-0.3069, 1.8215, 7.3775]], "atomic_forces_ev_per_a": [[-0.37, 0.00, -0.60], [2.27, 0.37, -0.05], [-0.37, 0.30, 0.92], [-1.12, 0.32, 0.75], [-0.51, -0.41, 0.86], [2.33, -0.59, 5.13], [0.09, -0.13, 0.05], [0.44, 0.48, -1.14], [0.36, -0.23, -0.08], [-0.72, -0.80, -0.81], [0.65, -0.14, 0.25], [-1.33, 0.36, 0.38], [0.63, -0.56, -1.98], [-0.82, 0.04, 0.44], [1.38, -0.11, 1.19], [-1.41, -0.16, 1.91], [0.37, -0.56, 0.69], [-1.77, 0.09, -8.39], [0.08, -0.19, -1.42], [0.28, 0.71, 0.09], [-0.53, -0.62, 2.41], [-0.04, -0.58, 0.85], [0.12, 0.09, -0.07], [-0.52, 0.04, 0.68], [-0.64, 0.73, -1.52], [1.96, 0.54, -0.97], [-0.03, -0.10, 0.31], [0.09, -0.18, 0.03], [-0.04, 0.07, -0.17], [-0.10, 0.19, 0.23], [0.20, 0.71, -0.45], [-0.90, 0.75, -0.19], [0.95, -1.11, -0.13], [-1.17, -0.34, -0.12], [0.07, 0.09, 0.06], [-0.18, 0.16, -0.94], [0.01, 1.21, -0.92], [0.66, 0.02, 2.07], [-0.62, -0.56, 0.87], [0.09, 0.46, -0.06], [0.11, -0.01, 0.13], [0.07, 0.03, -0.72], [-0.21, -0.49, -0.47], [0.19, 0.12, 1.16], [0.01, 0.07, 0.53], [-0.03, 0.16, 0.04], [0.08, 0.04, -0.52], [-0.07, -0.28, -0.29]]}



{"formula": "C8H5ClN2S2", "method": "ωB97M-V/def2-TZVPD", "e_homo_ev": -8.162, "symbols": ["Cl", "C", "N", "S", "S", "C", "N", "C", "C", "C", "C", "C", "C", "H", "H", "H", "H", "H"], "coordinates": [[3.5501, 2.3635, 0.2584], [3.4200, 0.7091, 0.0422], [4.3775, -0.1547, 0.0001], [4.1251, -1.7372, -0.2895], [2.0627, -1.6416, -0.2777], [2.0374, 0.1211, 0.0014], [1.0384, 0.8944, -0.1162], [-0.2911, 0.3587, -0.0364], [-0.7571, -0.7257, 0.7221], [-2.0253, -1.0877, 0.7423], [-2.9958, -0.3830, 0.0279], [-2.5965, 0.7685, -0.6996], [-1.1944, 1.1751, -0.7795], [-0.0411, -1.2348, 1.4903], [-2.2783, -2.0047, 1.2214], [-3.9753, -0.6921, 0.0118], [-3.3945, 1.3043, -1.0551], [-1.0617, 1.9669, -1.2639]], "atomic_forces_ev_per_a": [[0.48, 0.52, 0.07], [-0.11, -3.50, 0.22], [0.46, 2.05, -0.26], [-0.03, 0.38, 0.30], [-0.48, 0.11, 0.30], [0.12, 0.67, -1.26], [-0.68, -1.34, 1.51], [-0.19, 2.60, -1.83], [4.97, 0.42, 1.73], [-3.08, -0.71, -0.89], [3.14, 1.70, -0.74], [2.93, -2.10, 1.94], [-4.69, -8.78, 5.26], [-1.13, 0.86, -1.80], [-0.37, -0.37, 0.65], [-2.15, -0.57, 0.08], [-1.39, 1.62, -1.44], [2.18, 6.45, -3.83]]}



Values of energy relative to the best compared isomer or geometry (same formula, charge and spin), in order: 0.467 6.501 0.000 0.000, all in eV.
Values of E_tot, in order: -5946.496992 -212.681445 -2368.179657 -1673.860515, all in Ha.